{"formula": "C40H53FeN3O8P2", "method": "ωB97M-V with the def2-TZVPD basis set", "elements": ["Fe", "C", "C", "C", "C", "C", "C", "N", "N", "C", "C", "C", "C", "C", "C", "H", "H", "H", "H", "H", "H", "H", "H", "H", "C", "C", "C", "O", "P", "O", "C", "P", "O", "O", "C", "C", "C", "O", "C", "C", "C", "O", "C", "C", "C", "H", "H", "H", "H", "H", "H", "H", "H", "H", "H", "H", "H", "H", "H", "H", "H", "H", "H", "H", "H", "H", "H", "H", "H", "H", "H", "H", "H", "H", "H", "C", "C", "C", "C", "C", "C", "N", "C", "C", "C", "C", "C", "C", "C", "O", "O", "C", "C", "H", "H", "H", "H", "H", "H", "H", "H", "H", "H", "H", "H", "H", "H"], "positions_angstrom": [[0.696385, 0.208529, 0.278108], [-2.115290, 4.519447, 3.300044], [-2.079343, 4.041965, 2.000568], [-1.256901, 2.972488, 1.668094], [-0.470907, 2.383752, 2.648508], [-0.494237, 2.864243, 3.958829], [-1.318922, 3.928529, 4.275511], [0.372985, 1.287147, 2.264815], [1.007331, 0.776176, 3.199057], [1.912654, -0.249778, 2.843030], [2.659065, -0.790534, 3.883792], [3.618658, -1.747312, 3.586461], [3.823437, -2.126299, 2.265972], [3.062836, -1.569269, 1.239518], [2.077400, -0.631363, 1.510714], [-2.752562, 5.356272, 3.555786], [-2.685936, 4.506845, 1.233656], [-1.204625, 2.621518, 0.649278], [0.133038, 2.411113, 4.710872], [-1.334534, 4.307592, 5.289228], [2.493150, -0.448680, 4.897381], [4.216364, -2.181485, 4.376835], [4.589744, -2.855932, 2.032851], [3.259916, -1.873594, 0.216143], [1.132724, -4.232870, -0.819857], [0.764597, -3.811947, -2.222947], [0.697612, -4.956877, -3.203024], [-0.591770, -3.213892, -2.178785], [-0.800630, -1.667968, -2.067836], [0.307492, -0.953457, -1.378908], [-2.324287, -1.489736, -1.130694], [-2.011026, -1.718187, 0.631726], [-0.923065, -0.801657, 1.071131], [-3.376088, -1.451865, 1.339758], [-3.553370, -0.389611, 2.366487], [-4.487775, -0.947005, 3.410874], [-4.081195, 0.841305, 1.669224], [-1.582107, -3.196393, 0.862721], [-2.372787, -4.426204, 0.989857], [-3.056613, -4.471810, 2.338517], [-3.318138, -4.588589, -0.180237], [-0.980850, -1.042050, -3.481278], [-1.957846, -1.278745, -4.550387], [-2.407555, -2.721501, -4.620397], [-3.099092, -0.299962, -4.383109], [2.149186, -4.629583, -0.812542], [0.457492, -5.016757, -0.470970], [1.086948, -3.392496, -0.128205], [1.446135, -3.039054, -2.581171], [-0.052785, -5.683291, -2.887376], [1.664361, -5.459263, -3.243489], [0.454897, -4.608158, -4.206277], [-3.118859, -2.143118, -1.489911], [-2.640616, -0.448462, -1.250545], [-2.568485, -0.195432, 2.790226], [-5.434482, -1.245626, 2.958585], [-4.693877, -0.176293, 4.154703], [-4.048366, -1.802133, 3.921914], [-5.079041, 0.655809, 1.268064], [-3.416375, 1.147996, 0.859047], [-4.135542, 1.670496, 2.375490], [-1.603554, -5.195305, 0.946176], [-3.896160, -3.780170, 2.379111], [-2.351167, -4.235410, 3.134884], [-3.436385, -5.480081, 2.510816], [-4.143232, -3.874128, -0.121672], [-3.748716, -5.589795, -0.157186], [-2.788268, -4.471564, -1.128077], [-1.388218, -1.030064, -5.443618], [-2.981458, -3.012540, -3.737542], [-1.565725, -3.402284, -4.729693], [-3.057982, -2.839068, -5.487633], [-3.724796, -0.560699, -3.526818], [-3.730008, -0.318084, -5.272078], [-2.719982, 0.713240, -4.252819], [4.807792, 2.107584, 2.806589], [3.869438, 2.777562, 1.837611], [2.720037, 3.396854, 2.319998], [1.835988, 4.020110, 1.453684], [2.090642, 4.031373, 0.093634], [3.224259, 3.392009, -0.403330], [3.468502, 3.337829, -1.794318], [2.482375, 3.409973, -2.766193], [2.675850, 4.136889, -3.942221], [1.669820, 4.228403, -4.887494], [0.429856, 3.634300, -4.672664], [0.229553, 2.906506, -3.514226], [1.257031, 2.749490, -2.588894], [1.055201, 1.837009, -1.450807], [1.992258, 1.092138, -1.034762], [-0.061683, 1.769873, -0.834098], [4.123369, 2.759808, 0.461465], [5.309173, 2.041268, -0.116930], [4.505878, 2.309276, 3.833333], [5.834188, 2.457179, 2.683695], [4.815191, 1.022800, 2.668594], [2.526031, 3.399572, 3.386587], [0.950042, 4.513550, 1.836597], [1.411875, 4.540278, -0.579749], [4.412930, 3.506777, -2.095773], [3.616382, 4.653538, -4.091684], [1.844175, 4.800401, -5.789845], [-0.363661, 3.744599, -5.398934], [-0.716531, 2.417868, -3.314461], [5.017470, 1.497991, -1.017921], [5.729767, 1.324240, 0.584051], [6.113926, 2.731921, -0.390819]], "forces_ev_per_angstrom": [[-0.19, -0.28, 0.12], [-0.01, 0.04, 0.01], [0.00, -0.05, -0.05], [-0.14, -0.01, 0.10], [-0.22, -0.17, 0.05], [-0.07, 0.00, -0.08], [0.04, 0.00, 0.02], [0.20, 0.09, 0.03], [-0.03, -0.05, 0.06], [0.01, 0.09, 0.06], [0.05, -0.05, -0.08], [-0.03, 0.03, 0.02], [0.06, -0.01, 0.04], [-0.01, 0.00, -0.08], [0.14, -0.05, 0.02], [0.01, -0.01, -0.01], [0.01, 0.00, 0.01], [0.03, 0.00, 0.01], [0.02, -0.03, 0.00], [0.00, -0.01, -0.01], [-0.01, 0.01, -0.01], [0.00, 0.00, -0.01], [-0.01, 0.01, 0.00], [-0.02, 0.00, 0.01], [0.02, -0.02, 0.02], [-0.04, 0.03, 0.02], [0.00, -0.02, -0.03], [0.04, -0.04, 0.00], [-0.07, 0.12, 0.04], [0.16, -0.41, -0.02], [-0.01, 0.08, 0.02], [-0.07, -0.11, -0.11], [-0.12, 0.17, 0.04], [0.00, 0.00, 0.12], [-0.02, 0.01, -0.08], [-0.01, 0.01, 0.02], [-0.01, 0.01, -0.04], [-0.04, 0.03, 0.06], [-0.01, 0.00, 0.00], [0.00, -0.06, 0.00], [-0.01, 0.00, -0.04], [0.01, -0.01, -0.06], [0.00, -0.02, 0.06], [-0.02, -0.02, -0.03], [-0.02, 0.02, 0.01], [-0.01, 0.00, -0.01], [0.01, 0.02, -0.01], [0.01, 0.00, 0.00], [0.01, 0.02, 0.01], [0.00, 0.01, 0.00], [0.00, 0.01, 0.00], [0.00, -0.01, 0.01], [0.03, -0.02, 0.02], [-0.02, -0.02, 0.00], [0.01, 0.01, 0.00], [0.01, 0.00, 0.00], [0.01, -0.01, -0.01], [0.00, -0.02, -0.01], [0.02, 0.00, -0.01], [-0.02, -0.01, 0.04], [-0.01, -0.02, 0.01], [0.04, 0.01, -0.01], [0.00, 0.03, 0.01], [-0.01, 0.00, -0.01], [0.00, 0.02, -0.01], [0.02, 0.01, -0.01], [-0.01, 0.01, 0.02], [-0.02, -0.02, 0.04], [0.01, 0.01, -0.02], [0.02, 0.00, 0.00], [-0.01, 0.01, 0.01], [0.01, 0.01, 0.00], [0.01, 0.01, -0.01], [0.01, -0.01, 0.00], [-0.01, -0.01, 0.00], [0.02, -0.03, -0.01], [0.00, 0.01, 0.01], [0.08, 0.09, -0.06], [0.11, 0.18, -0.04], [0.08, 0.12, 0.05], [0.09, 0.03, 0.02], [0.02, 0.21, -0.02], [0.01, -0.13, 0.13], [0.03, 0.01, -0.01], [0.02, 0.00, 0.02], [-0.02, 0.01, 0.02], [0.02, -0.03, -0.02], [-0.09, 0.02, 0.00], [0.20, 0.14, 0.28], [-0.19, -0.02, -0.17], [-0.15, 0.01, -0.42], [-0.05, -0.01, 0.01], [0.03, -0.06, -0.02], [-0.01, 0.00, 0.01], [-0.01, 0.01, 0.00], [-0.01, 0.00, -0.01], [-0.01, -0.01, 0.00], [0.13, 0.04, -0.02], [0.02, -0.01, -0.01], [-0.01, 0.08, -0.01], [-0.01, 0.00, -0.01], [0.00, -0.01, 0.00], [0.01, -0.01, 0.00], [0.01, 0.01, -0.02], [-0.02, 0.00, 0.02], [0.00, 0.01, 0.01], [-0.01, 0.00, 0.00]], "relative_energy_kj_mol": 0.0, "molar_mass_g_mol": 821.67, "total_charge": 1, "gap_ev": [6.67, 6.16], "multiplicity": 6, "lumo_ev": [-2.8, -3.3], "s_squared": 8.756}